Molecular formula: C36H35AuFN3O2S3Se
Method: DFT, ωB97M-V with the def2-TZVPD basis set

The value obtained for the energy above the lowest of the compared OMol25 structures with the same formula, charge and spin is 25.5 kcal/mol. Its net charge is 0. The total energy is -5539.05751 a.u.

Cartesian coordinates (Å):
Au -0.345 0.112 0.428
C -2.629 0.335 -2.220
C -3.120 -1.105 -2.384
C -4.390 -1.311 -1.551
C -2.055 -2.201 -2.208
C -1.923 -3.046 -3.312
C -1.041 -4.110 -3.333
C -0.217 -4.313 -2.244
C -0.268 -3.493 -1.117
C 0.693 -3.880 0.016
C -0.015 -4.424 1.264
C 1.709 -2.805 0.415
C -1.231 -2.443 -1.074
N -1.391 -1.722 0.145
C -2.411 -2.159 0.967
C -3.191 -3.301 0.664
C -4.200 -3.761 1.493
C -4.497 -3.110 2.682
C -3.735 -2.005 3.034
C -2.723 -1.569 2.209
F -1.997 -0.516 2.648
H -3.344 1.023 -2.683
H -1.654 0.488 -2.690
H -2.549 0.605 -1.168
H -3.423 -1.205 -3.428
H -4.238 -1.025 -0.510
H -4.723 -2.351 -1.573
H -5.195 -0.688 -1.955
H -2.552 -2.867 -4.179
H -0.983 -4.759 -4.201
H 0.484 -5.144 -2.253
H 1.275 -4.706 -0.397
H -0.422 -3.617 1.873
H 0.698 -4.982 1.878
H -0.833 -5.096 0.998
H 1.228 -1.976 0.934
H 2.230 -2.403 -0.458
H 2.454 -3.233 1.092
H -2.979 -3.834 -0.255
H -4.760 -4.644 1.204
H -5.296 -3.457 3.327
H -3.908 -1.468 3.959
O 3.753 2.170 3.765
S 3.212 2.961 2.703
O 4.156 3.511 1.744
N 2.059 2.168 1.840
C 0.915 2.812 1.879
S -0.499 2.382 1.035
C 0.914 4.029 2.766
C -0.146 4.847 3.114
C 0.085 5.865 4.033
C 1.344 6.054 4.596
C 2.409 5.237 4.244
C 2.162 4.240 3.323
H -1.129 4.679 2.691
H -0.733 6.512 4.326
H 1.493 6.838 5.328
H 3.392 5.372 4.678
Se 1.495 -0.524 -2.685
C 1.863 -1.136 -4.425
C 1.152 -0.656 -5.530
C 1.419 -1.158 -6.793
C 2.388 -2.145 -6.959
C 3.093 -2.629 -5.860
C 2.844 -2.120 -4.596
H 0.387 0.098 -5.385
H 0.869 -0.788 -7.649
H 2.597 -2.535 -7.947
H 3.842 -3.401 -5.992
H 3.386 -2.489 -3.734
S 1.569 1.909 -1.668
C 3.070 2.704 -1.875
N 3.683 3.211 -0.785
C 4.842 3.905 -0.819
C 5.481 4.115 -2.003
C 4.900 3.591 -3.169
C 3.719 2.894 -3.109
H 3.220 3.139 0.124
H 5.193 4.262 0.139
H 6.403 4.676 -2.033
H 5.382 3.751 -4.126
H 3.248 2.486 -3.990

Here are the Löwdin charges for atoms 1 to 6, given in e: number 1, Au, carries 0.5653; number 2, C, carries -0.0826; number 3, C, carries -0.3593; number 4, C, carries -0.0596; number 5, C, carries -0.1374; number 6, C, carries -0.0570



Molecular formula: C36H35Br3Cl2F4N2O16P3
Method: DFT, ωB97M-V with the def2-TZVPD basis set

Its net charge is +1. The total energy is -12771.96747 a.u.

Cartesian coordinates (Å):
C 6.493 0.369 -0.209
C 5.348 0.791 -1.156
Cl 5.886 0.322 -2.839
C 3.997 0.075 -0.951
C 3.129 0.582 0.251
C 3.694 1.658 1.196
C 3.857 3.059 0.607
C 2.906 3.775 -0.098
C 3.155 5.041 -0.592
C 4.392 5.636 -0.433
C 5.362 4.909 0.245
C 5.104 3.666 0.766
N 3.009 -0.679 1.121
P 4.228 -1.369 2.222
P 4.943 -3.166 1.196
O 5.186 -4.246 2.146
O 6.337 -2.848 0.441
O 3.906 -3.568 0.017
C 1.891 -1.337 0.980
Br 1.393 -2.937 1.836
C 0.924 -0.737 -0.025
C -0.541 -0.786 0.524
C -1.548 0.024 -0.333
C -2.677 -0.779 -0.984
F -2.324 -1.396 -2.143
Br -3.516 -2.077 0.200
C -3.797 0.307 -1.407
F -4.305 -0.055 -2.593
F -3.239 1.523 -1.596
Br -5.203 0.388 -0.088
P 0.754 -1.692 -1.673
O 2.216 -1.833 -2.405
Cl 0.288 -3.647 -1.182
C 1.598 0.709 -0.092
N 0.962 1.510 0.926
F 1.305 1.269 -1.312
H 7.068 -0.458 -0.641
H 6.171 0.064 0.792
H 7.199 1.209 -0.147
H 5.286 1.880 -1.178
H 4.210 -0.994 -0.834
H 3.423 0.242 -1.867
H 4.700 1.327 1.488
H 3.135 1.731 2.140
H 1.922 3.359 -0.287
H 2.375 5.591 -1.118
H 4.595 6.627 -0.832
H 6.340 5.380 0.340
H 5.910 3.159 1.300
H 3.631 -1.864 3.400
H 6.189 -2.922 -0.516
H 4.158 -4.435 -0.348
H -0.585 -0.384 1.544
H -0.792 -1.850 0.619
H -1.053 0.623 -1.110
H -2.038 0.752 0.332
H 2.202 -1.173 -3.117
H 0.914 1.056 1.826
H 0.068 1.888 0.632
C -2.334 4.501 -0.039
C -2.142 5.798 -0.326
C -1.601 6.758 0.695
O -1.430 7.915 0.373
C -1.310 6.248 2.030
C -1.507 4.955 2.313
C -2.021 3.994 1.283
O -2.160 2.819 1.597
O -1.257 4.447 3.522
O -2.417 6.305 -1.520
H -2.721 3.800 -0.765
H -0.938 6.950 2.763
H -1.481 3.500 3.465
H -2.191 7.254 -1.468
C -9.875 -0.460 -1.615
C -11.049 0.107 -1.921
C -11.127 1.359 -2.747
O -12.222 1.817 -3.008
C -9.880 1.966 -3.193
C -8.708 1.399 -2.883
C -8.632 0.135 -2.081
O -7.535 -0.340 -1.848
O -7.541 1.921 -3.268
O -12.210 -0.401 -1.514
H -9.805 -1.362 -1.023
H -9.947 2.876 -3.773
H -6.855 1.320 -2.919
H -12.900 0.192 -1.869
C 2.982 -7.798 1.115
C 2.052 -6.935 0.696
C 0.698 -6.862 1.336
O -0.098 -6.035 0.920
C 0.399 -7.780 2.420
C 1.328 -8.652 2.842
C 2.694 -8.707 2.220
O 3.501 -9.502 2.653
O 1.096 -9.510 3.828
O 2.269 -6.082 -0.315
H 3.963 -7.857 0.663
H -0.586 -7.728 2.861
H 1.921 -10.022 3.939
H 1.437 -5.575 -0.421

Here are the Löwdin charges for atoms 1 to 6, given in e: number 1, C, carries -0.1294; number 2, C, carries -0.6533; number 3, Cl, carries 0.6235; number 4, C, carries -0.1440; number 5, C, carries -0.2445; number 6, C, carries -0.0916



Short version: max |F| = 1.79; 2.71 eV/Å, in the order given.
Short version: LUMO energy = -2.7; -4.3 eV, in the order given.
Short version: HOMO energy = -0.2310; -0.4021 Ha, in the order given.